ORCA calculation (the ωB97M-V functional and the def2-TZVPD basis) on a 2-piece molecular cluster, C5H10O2 overall.

```
! RIJCOSX wB97M-V def2-TZVPD def2/J DEFGRID3
* xyz 0 1
C -1.5388 -0.4697 -1.2352
C -0.2507 -0.7717 -1.0887
C 0.4663 -0.9995 0.2112
C 1.7834 -0.2197 0.3940
O 1.2684 0.4821 1.5339
C 0.0224 -0.2224 1.4649
H -1.9750 -0.3219 -2.2191
H -2.2106 -0.3533 -0.3874
H 0.3703 -0.8780 -1.9799
H 0.5776 -2.0747 0.3888
H 2.0374 0.4657 -0.4254
H 2.6636 -0.8252 0.6420
H -0.1548 -0.8270 2.3617
H -0.8253 0.4597 1.3246
O -0.9189 2.5050 -0.4897
H -0.7873 2.3058 0.4432
H -0.5280 1.7448 -0.9389
*
```

Summary:
E_tot in eV: -9440.1497
SMILES: C=CC1COC1.O
LUMO in eV: 0.8769
E_HOMO in eV: -10.01
Energy relative to the best compared isomer or geometry (same formula, charge and spin) in kcal per mole: 66.7
Orbital gap in eV: 10.8897